No. 1
C18H54N6O9 | ωB97M-V/def2-TZVPD

Output
Gap between HOMO and LUMO (Eh): 0.36228
LUMO level (eV): 0.32
Molecular weight (u): 498.7
Electronic energy (eV): -46912.58008
ΔE to the lowest compared entry with this formula, charge and spin (kJ/mol): 0.0

```
! wB97M-V def2-TZVPD RIJCOSX def2/J DEFGRID3
* xyz 0 1
O 4.84 0.96 -0.21
H 5.07 1.75 -0.69
H 3.97 0.72 -0.58
C 4.38 -3.28 0.47
O 3.33 -3.18 1.17
N 4.90 -2.22 -0.34
N 5.08 -4.48 0.39
H 5.58 -2.43 -1.03
H 4.25 -1.48 -0.56
H 6.08 -4.56 0.19
H 4.80 -5.23 1.02
C 1.34 -0.41 -0.39
O 2.47 -0.22 -0.90
N 0.26 0.48 -0.35
N 1.00 -1.62 0.19
H -0.53 0.34 0.27
H 0.38 1.43 -0.69
H 1.63 -2.43 0.32
H 0.11 -1.50 0.70
C -0.47 5.04 0.23
O -0.52 5.69 1.27
N 0.54 4.05 0.08
N -1.30 5.21 -0.90
H 1.20 4.13 0.83
H 0.77 3.84 -0.88
H -1.43 4.42 -1.56
H -2.08 5.82 -0.79
C 2.55 1.11 5.42
C 1.77 1.28 4.12
C 2.64 1.31 2.90
O 0.68 0.28 4.02
H 3.10 2.00 5.69
H 3.25 0.25 5.35
H 1.84 0.93 6.25
H 1.24 2.22 4.08
H 2.04 1.41 2.00
H 3.32 0.44 3.02
H 3.26 2.21 3.05
H 1.15 -0.54 3.79
C -2.76 2.62 1.34
C -3.45 1.52 2.12
C -2.50 0.92 3.23
O -4.60 2.06 2.80
H -1.98 2.25 0.67
H -2.35 3.44 1.96
H -3.58 3.06 0.75
H -3.78 0.75 1.39
H -3.07 0.26 3.92
H -2.07 1.71 3.87
H -1.55 0.42 2.91
H -4.89 1.33 3.38
C 1.52 3.93 -3.39
C 0.49 2.90 -3.72
C 1.01 1.53 -3.97
O -0.45 2.85 -2.65
H 1.03 4.88 -3.09
H 1.96 4.14 -4.36
H 2.30 3.54 -2.69
H -0.11 3.09 -4.61
H 0.19 0.81 -4.02
H 1.59 1.14 -3.14
H 1.55 1.49 -4.92
H -1.00 2.08 -2.82
C -2.58 -2.89 -4.57
C -2.08 -2.99 -3.13
C -0.64 -2.65 -2.98
O -2.74 -1.98 -2.30
H -2.36 -1.88 -4.88
H -3.65 -3.12 -4.69
H -2.04 -3.60 -5.22
H -2.29 -3.98 -2.71
H -0.31 -2.64 -1.94
H -0.48 -1.68 -3.47
H -0.03 -3.41 -3.50
H -3.69 -2.03 -2.50
C -4.07 -3.34 1.08
C -2.57 -3.34 1.21
C -1.81 -4.59 0.66
O -1.94 -2.13 0.64
H -4.52 -2.44 1.47
H -4.52 -4.25 1.48
H -4.31 -3.40 0.03
H -2.33 -3.26 2.28
H -2.13 -5.53 1.13
H -0.74 -4.55 0.74
H -2.04 -4.64 -0.41
H -2.11 -2.08 -0.31
*
```

No. 2
C18H54O21S6 | ωB97M-V/def2-TZVPD

Output
Gap between HOMO and LUMO (Eh): 0.39580
LUMO level (eV): 0.06
Molecular weight (u): 799.0
Electronic energy (eV): -127545.16370
ΔE to the lowest compared entry with this formula, charge and spin (kJ/mol): 159.8

```
! wB97M-V def2-TZVPD RIJCOSX def2/J DEFGRID3
* xyz 0 1
O 1.08 2.09 -5.77
S 1.07 1.57 -4.39
O 2.22 0.82 -3.89
O 0.67 2.72 -3.27
C -0.42 3.61 -3.60
C 0.12 4.80 -4.36
C -0.44 0.52 -4.28
H -0.78 3.84 -2.60
H -1.25 3.08 -4.09
H 0.58 4.52 -5.31
H 0.85 5.29 -3.72
H -0.67 5.53 -4.55
H -1.26 0.98 -4.81
H -0.65 0.35 -3.23
H -0.23 -0.50 -4.60
O 5.57 2.55 -1.10
S 6.24 1.23 -1.26
O 7.68 1.08 -1.54
O 5.91 0.37 0.18
C 6.63 -0.83 0.42
C 5.86 -1.74 1.49
C 5.15 0.09 -2.44
H 7.66 -0.67 0.75
H 6.67 -1.46 -0.46
H 6.61 -2.51 1.68
H 4.96 -2.29 1.21
H 5.59 -1.13 2.36
H 5.11 0.60 -3.40
H 4.25 -0.01 -1.84
H 5.67 -0.84 -2.68
O -3.71 1.14 -2.94
S -4.20 1.86 -1.78
O -4.35 3.32 -1.90
O -5.65 1.23 -1.21
C -5.87 -0.15 -0.86
C -6.63 -0.68 -2.12
C -3.08 1.51 -0.38
H -6.61 -0.19 -0.06
H -5.00 -0.76 -0.64
H -7.53 -0.10 -2.31
H -6.99 -1.70 -2.01
H -5.96 -0.69 -2.98
H -2.23 2.19 -0.49
H -2.73 0.48 -0.50
H -3.54 1.65 0.60
O -0.17 3.45 0.08
S 0.76 2.33 0.31
O 1.04 1.80 1.66
O 0.16 1.11 -0.66
C 0.29 -0.26 -0.23
C 1.76 -0.66 -0.36
C 2.38 2.80 -0.58
H -0.28 -0.91 -0.90
H -0.14 -0.40 0.76
H 2.10 -0.41 -1.37
H 1.97 -1.69 -0.07
H 2.49 -0.18 0.30
H 2.60 1.87 -1.10
H 3.21 3.03 0.09
H 2.14 3.64 -1.23
O -3.18 -2.58 -1.77
S -2.92 -2.95 -0.35
O -2.80 -1.85 0.65
O -4.02 -4.12 0.22
C -3.99 -4.42 1.64
C -5.05 -5.42 1.90
C -1.44 -4.00 -0.23
H -4.26 -3.45 2.05
H -2.98 -4.61 2.01
H -5.00 -5.78 2.93
H -4.82 -6.38 1.44
H -6.03 -4.97 1.71
H -0.56 -3.40 -0.47
H -1.56 -4.82 -0.94
H -1.33 -4.43 0.76
O -0.74 -3.59 3.94
S 0.23 -2.71 3.21
O 0.70 -3.14 1.90
O -0.26 -1.12 3.18
C -1.22 -0.58 4.05
C -2.67 -1.08 3.96
C 1.62 -2.48 4.36
H -1.30 0.45 3.71
H -0.88 -0.57 5.08
H -3.12 -1.07 2.97
H -3.33 -0.63 4.71
H -2.63 -2.09 4.36
H 2.30 -1.78 3.87
H 2.14 -3.42 4.51
H 1.33 -2.15 5.35
O 5.63 3.62 1.71
H 5.41 3.29 0.84
H 5.62 4.57 1.62
O 2.38 1.20 4.29
H 3.16 0.88 3.83
H 1.98 1.83 3.69
O -0.77 5.30 2.02
H -0.61 4.62 1.36
H -1.69 5.52 1.92
*
```

No. 3
C18H55N3O11 | ωB97M-V/def2-TZVPD

Output
Gap between HOMO and LUMO (Eh): 0.33849
LUMO level (eV): 0.08
Molecular weight (u): 489.6
Electronic energy (eV): -46545.28481
ΔE to the lowest compared entry with this formula, charge and spin (kJ/mol): 288.4

```
! wB97M-V def2-TZVPD RIJCOSX def2/J DEFGRID3
* xyz 0 1
C 1.12 -3.62 -0.92
C 2.31 -2.75 -0.37
C 3.71 -3.24 -0.64
O 4.71 -2.62 0.25
C 5.97 -3.31 0.37
N 1.95 -1.49 -0.97
H 1.16 -4.63 -0.53
H 1.15 -3.84 -1.99
H 0.09 -3.28 -0.79
H 2.46 -2.64 0.70
H 3.92 -3.06 -1.69
H 3.85 -4.32 -0.59
H 6.20 -3.70 -0.62
H 5.87 -4.27 0.87
H 6.77 -2.68 0.77
H 2.84 -1.03 -1.08
H 1.49 -0.89 -0.30
C 1.68 4.83 -2.03
C 1.95 3.46 -1.53
C 2.39 3.39 -0.12
O 2.54 2.00 0.00
C 2.72 1.44 1.28
N 0.82 2.69 -1.73
H 0.80 5.15 -1.46
H 1.42 4.73 -3.08
H 2.58 5.42 -1.89
H 2.68 3.05 -2.22
H 1.65 3.86 0.53
H 3.34 3.92 -0.14
H 3.50 2.00 1.80
H 3.11 0.43 1.22
H 1.78 1.54 1.81
H 1.05 1.83 -1.26
H 0.15 3.04 -1.05
C -3.61 -1.37 2.55
C -2.21 -0.95 3.16
C -1.08 -1.94 2.76
O -1.35 -3.21 3.21
C -1.01 -4.27 2.31
N -2.07 0.40 2.70
H -3.93 -2.33 2.95
H -3.49 -1.45 1.47
H -4.40 -0.77 2.99
H -2.23 -0.97 4.25
H -0.15 -1.60 3.24
H -0.86 -2.02 1.70
H -1.27 -4.01 1.29
H -1.50 -5.19 2.64
H 0.06 -4.49 2.25
H -1.24 0.80 3.09
H -2.70 0.90 3.30
O -0.43 0.11 0.29
H -0.92 -0.61 -0.11
H -0.84 0.25 1.14
O 0.18 1.34 3.73
H 1.03 0.93 3.60
H 0.24 1.74 4.60
C -3.00 -0.29 -2.19
C -4.31 0.08 -1.47
O -3.86 0.83 -0.31
O -2.45 -1.25 -1.34
H -2.23 0.45 -2.39
H -3.18 -0.84 -3.12
H -4.86 -0.74 -1.02
H -5.05 0.63 -2.04
H -3.06 0.38 -0.01
H -1.78 -1.76 -1.82
C -3.33 3.74 1.64
C -1.84 3.57 1.62
O -1.28 2.88 0.52
O -3.77 2.44 2.09
H -3.81 4.00 0.70
H -3.77 4.41 2.38
H -1.43 3.36 2.61
H -1.47 4.59 1.55
H -1.20 1.96 0.78
H -3.96 2.02 1.25
C 0.35 0.37 -4.50
C 0.10 -1.06 -4.39
O -0.13 -1.52 -3.07
O 1.57 0.67 -3.98
H -0.40 0.94 -3.95
H 0.36 0.49 -5.58
H 0.70 -1.77 -4.96
H -0.90 -1.14 -4.84
H 0.64 -1.43 -2.50
H 1.41 1.36 -3.34
*
```

No. 4
C18H55N3O9 | ωB97M-V/def2-TZVPD

Output
Gap between HOMO and LUMO (Eh): 0.34239
LUMO level (eV): 0.43
Molecular weight (u): 457.6
Electronic energy (eV): -42450.77747
ΔE to the lowest compared entry with this formula, charge and spin (kJ/mol): 0.0

```
! wB97M-V def2-TZVPD RIJCOSX def2/J DEFGRID3
* xyz 0 1
C 0.35 1.31 -0.44
C 0.43 1.98 -1.83
O 1.70 2.61 -1.95
O 1.24 0.21 -0.32
H -0.67 0.95 -0.30
H 0.64 2.11 0.25
H -0.29 2.78 -1.99
H 0.26 1.21 -2.58
H 1.68 3.46 -1.51
H 2.04 0.52 -0.78
C 2.08 -1.04 -4.01
O 3.23 -0.50 -4.68
H 1.25 -0.38 -4.32
H 1.82 -1.99 -4.49
H 2.19 -1.02 -2.93
H 2.99 -0.34 -5.60
C -2.48 2.90 -4.44
O -2.01 1.54 -4.35
H -3.18 3.11 -5.25
H -2.98 3.06 -3.48
H -1.61 3.55 -4.43
H -2.78 0.97 -4.27
C -0.82 5.22 0.61
O -0.93 4.87 -0.77
H 0.19 5.57 0.88
H -1.46 6.09 0.84
H -1.04 4.38 1.26
H -0.62 5.67 -1.20
C -1.56 -1.68 -3.39
O -1.19 -3.05 -3.38
H -1.78 -1.25 -2.40
H -0.73 -1.08 -3.75
H -2.49 -1.54 -3.94
H -2.03 -3.53 -3.36
C 4.58 -1.10 1.10
C 4.37 -2.60 0.89
C 3.90 -2.97 -0.52
O 3.88 -4.35 -0.74
C 2.83 -5.04 -0.11
N 5.61 -3.30 1.29
H 3.66 -0.53 1.24
H 5.17 -0.62 0.32
H 5.11 -1.00 2.05
H 3.63 -2.93 1.62
H 4.53 -2.48 -1.26
H 2.89 -2.56 -0.63
H 1.90 -4.70 -0.56
H 2.78 -4.79 0.96
H 2.95 -6.12 -0.13
H 6.29 -3.00 0.57
H 5.49 -4.29 1.05
C -1.93 -1.97 0.76
C -0.64 -2.77 0.53
C -0.07 -3.32 1.85
O 0.46 -2.19 2.51
C 1.11 -2.54 3.72
N -0.82 -3.89 -0.40
H -2.25 -1.57 -0.21
H -1.71 -1.08 1.36
H -2.71 -2.55 1.25
H 0.16 -2.14 0.15
H 0.68 -4.08 1.59
H -0.87 -3.86 2.38
H 0.42 -2.91 4.49
H 1.51 -1.60 4.09
H 1.86 -3.33 3.61
H -1.67 -4.42 -0.21
H -1.06 -3.47 -1.30
C -2.62 1.76 1.49
C -3.76 2.18 2.43
C -3.35 3.04 3.61
O -2.67 4.23 3.22
C -2.16 5.00 4.25
N -4.82 2.82 1.63
H -2.25 2.61 0.93
H -2.93 0.86 0.97
H -1.85 1.29 2.12
H -4.26 1.25 2.73
H -2.70 2.46 4.28
H -4.18 3.37 4.24
H -1.58 5.77 3.74
H -1.52 4.52 5.00
H -2.91 5.45 4.92
H -4.39 3.64 1.20
H -5.55 3.15 2.26
*
```

No. 5
C18H55N9O4P3Y | ωB97M-V/def2-TZVPD

Output
Gap between HOMO and LUMO (Eh): 0.09825
LUMO level (eV): -9.20
Molecular weight (u): 643.5
Electronic energy (eV): -70057.80901
ΔE to the lowest compared entry with this formula, charge and spin (kJ/mol): 367.3

```
! wB97M-V def2-TZVPD RIJCOSX def2/J DEFGRID3
* xyz 2 1
Y -1.90 2.79 -2.00
O -0.05 2.10 -1.23
H 0.75 1.76 -0.82
O -1.64 4.45 -0.61
P -1.69 5.36 0.64
N -2.70 6.59 0.36
C -3.46 6.72 -0.89
C -2.83 7.70 1.29
N -0.29 6.00 1.12
C 0.73 5.17 1.76
C 0.24 7.22 0.49
N -2.15 4.39 1.86
C -2.19 4.84 3.25
C -2.62 3.02 1.62
H -2.91 6.17 -1.67
H -3.46 7.75 -1.22
H -4.40 6.19 -0.84
H -1.92 8.29 1.43
H -3.19 7.38 2.27
H -3.60 8.39 0.97
H 0.35 4.71 2.68
H 1.05 4.34 1.12
H 1.58 5.78 2.04
H 0.75 7.81 1.26
H 1.03 6.95 -0.22
H -0.50 7.72 -0.12
H -2.13 5.92 3.31
H -3.13 4.54 3.73
H -1.43 4.37 3.87
H -2.72 2.50 2.57
H -1.86 2.48 1.03
H -3.52 2.99 1.00
O -0.36 -2.03 4.36
P -0.15 -1.98 2.91
N -1.55 -2.09 2.03
C -1.69 -2.61 0.69
C -2.67 -1.29 2.44
N 0.75 -3.18 2.27
C 2.19 -3.07 2.27
C 0.28 -4.51 2.66
N 0.60 -0.58 2.49
C 0.90 -0.27 1.12
C 0.78 0.43 3.53
H -0.76 -3.06 0.37
H -1.85 -1.79 -0.05
H -2.52 -3.32 0.64
H -3.60 -1.72 2.08
H -2.62 -0.31 1.91
H -2.67 -1.06 3.50
H 2.49 -2.15 1.77
H 2.59 -2.98 3.29
H 2.63 -3.94 1.79
H 0.64 -4.77 3.66
H -0.81 -4.55 2.73
H 0.60 -5.28 1.96
H 0.18 -0.68 0.41
H 0.75 0.82 1.05
H 1.94 -0.49 0.89
H 1.31 1.28 3.10
H 1.38 0.05 4.35
H -0.17 0.74 3.99
O 0.86 -2.79 -4.97
P 1.54 -3.58 -3.92
N 0.78 -5.02 -3.63
C -0.63 -4.98 -3.26
C 1.45 -6.28 -3.42
N 1.47 -2.75 -2.48
C 0.72 -1.52 -2.45
C 1.74 -3.39 -1.22
N 3.08 -4.00 -4.20
C 3.36 -4.58 -5.51
C 4.17 -3.97 -3.27
H -0.99 -3.95 -3.22
H -0.75 -5.44 -2.27
H -1.24 -5.53 -3.97
H 0.78 -6.93 -2.86
H 2.31 -6.16 -2.75
H 1.78 -6.78 -4.33
H 0.78 -1.02 -1.48
H 1.07 -0.84 -3.23
H -0.37 -1.64 -2.62
H 0.86 -3.85 -0.75
H 2.44 -4.21 -1.35
H 2.22 -2.68 -0.54
H 3.15 -5.65 -5.56
H 2.75 -4.10 -6.27
H 4.40 -4.39 -5.78
H 5.10 -3.83 -3.81
H 4.27 -4.90 -2.68
H 4.07 -3.21 -2.49
*
```